No. 1
{
  "formula": "C5H9NO",
  "method": "ωB97M-V with the def2-TZVPD basis set",
  "elements": ["C", "C", "C", "O", "C", "C", "N", "H", "H", "H", "H", "H", "H", "H", "H", "H"],
  "xyz": [[1.992, -0.108, -0.240], [0.608, 0.057, 0.417], [-0.463, -0.917, -0.050], [-0.198, -2.229, 0.238], [-1.562, -0.598, -0.734], [-2.534, 2.308, 1.468], [-1.871, 2.410, 0.504], [2.011, 0.343, -1.238], [2.738, 0.417, 0.368], [2.312, -1.154, -0.317], [0.274, 1.083, 0.235], [0.743, -0.055, 1.504], [-1.264, 2.450, -0.288], [0.569, -2.251, 0.822], [-2.263, -1.348, -1.078], [-1.801, 0.432, -0.953]],
  "orbital_gap_ev": 9.6,
  "multiplicity": 1,
  "lumo_ev": 0.696,
  "e_tot_ha": -325.83250,
  "relative_energy_kj_mol": 275.8,
  "homo_ha": -0.3287
}

No. 2
{
  "formula": "C5H9NO",
  "method": "ωB97M-V with the def2-TZVPD basis set",
  "elements": ["C", "C", "N", "C", "O", "C", "C", "H", "H", "H", "H", "H", "H", "H", "H", "H"],
  "xyz": [[1.244, -1.344, 0.042], [0.342, -0.411, 0.817], [0.822, 1.003, 0.932], [-0.550, 1.436, 0.859], [-1.050, 2.481, 1.158], [-1.014, 0.102, 0.273], [-0.965, 0.288, -1.246], [1.458, -0.952, -0.957], [0.799, -2.339, -0.067], [2.195, -1.451, 0.576], [0.217, -0.802, 1.831], [1.260, 1.280, 0.043], [-1.951, -0.336, 0.627], [-1.894, 0.725, -1.616], [-0.775, -0.651, -1.772], [-0.136, 0.971, -1.502]],
  "orbital_gap_ev": 10.5,
  "multiplicity": 1,
  "lumo_ev": 0.873,
  "e_tot_ha": -325.88518,
  "relative_energy_kj_mol": 137.5,
  "homo_ha": -0.3534
}

No. 3
{
  "formula": "C5H9NO",
  "method": "ωB97M-V with the def2-TZVPD basis set",
  "elements": ["C", "C", "C", "O", "N", "C", "C", "H", "H", "H", "H", "H", "H", "H", "H", "H"],
  "xyz": [[-1.336, -0.184, -1.320], [-0.910, 0.076, 0.113], [-0.457, 1.487, 0.513], [-0.828, 2.612, 0.281], [0.578, 0.976, 1.250], [0.421, -0.405, 0.790], [1.574, -0.885, -0.078], [-0.657, 0.252, -2.058], [-2.320, 0.277, -1.468], [-1.443, -1.254, -1.526], [-1.733, -0.195, 0.785], [1.193, 1.404, 1.926], [0.248, -1.113, 1.609], [1.743, -0.208, -0.921], [1.397, -1.896, -0.461], [2.496, -0.915, 0.517]],
  "orbital_gap_ev": 10.5,
  "multiplicity": 1,
  "smiles": "C[C@@H]1C(=O)N[C@@H]1C",
  "lumo_ev": 0.929,
  "e_tot_ha": -325.90847,
  "relative_energy_kj_mol": 76.3,
  "homo_ha": -0.3533
}

No. 4
{
  "formula": "C5H9NO",
  "method": "ωB97M-V with the def2-TZVPD basis set",
  "elements": ["C", "C", "C", "N", "C", "C", "O", "H", "H", "H", "H", "H", "H", "H", "H", "H"],
  "xyz": [[-1.804, -1.107, -0.335], [-0.406, -0.497, -0.526], [0.584, -1.517, -0.135], [1.295, -2.391, 0.127], [-0.238, 0.841, 0.217], [1.185, 1.384, 0.257], [1.944, 0.576, 1.132], [-2.579, -0.447, -0.736], [-2.004, -1.274, 0.728], [-1.871, -2.072, -0.848], [-0.249, -0.312, -1.598], [-0.880, 1.579, -0.280], [-0.600, 0.741, 1.247], [1.162, 2.424, 0.618], [1.608, 1.397, -0.760], [2.880, 0.677, 0.925]],
  "orbital_gap_ev": 11.2,
  "multiplicity": 1,
  "smiles": "C[C@H](C#N)CCO",
  "lumo_ev": 0.829,
  "e_tot_ha": -325.89408,
  "relative_energy_kj_mol": 114.1,
  "homo_ha": -0.3797
}

No. 5
{
  "formula": "C5H9NO",
  "method": "ωB97M-V with the def2-TZVPD basis set",
  "elements": ["H", "N", "C", "C", "O", "C", "C", "C", "H", "H", "H", "H", "H", "H", "H", "H"],
  "xyz": [[1.160, 2.418, -0.267], [1.722, 1.620, -0.568], [1.312, 0.582, 0.030], [1.975, -0.750, -0.186], [0.334, 0.666, 0.994], [-0.868, -0.061, 0.891], [-1.346, -0.723, -0.364], [-1.997, 0.546, 0.122], [2.404, -1.118, 0.752], [1.267, -1.502, -0.545], [2.772, -0.618, -0.919], [-1.100, -0.552, 1.832], [-0.747, -0.655, -1.267], [-1.879, -1.663, -0.248], [-1.748, 1.444, -0.436], [-3.002, 0.524, 0.532]],
  "orbital_gap_ev": 10.9,
  "multiplicity": 1,
  "smiles": "[H]/N=C(/C)OC1CC1",
  "lumo_ev": 1.039,
  "e_tot_ha": -325.85875,
  "relative_energy_kj_mol": 206.9,
  "homo_ha": -0.3614
}

No. 6
{
  "formula": "C5H9NO",
  "method": "ωB97M-V with the def2-TZVPD basis set",
  "elements": ["C", "C", "C", "O", "C", "C", "N", "H", "H", "H", "H", "H", "H", "H", "H", "H"],
  "xyz": [[-0.930, -1.720, -0.790], [0.140, -0.870, -0.116], [-0.212, 0.620, -0.057], [-1.509, 0.843, 0.467], [0.707, 1.389, 0.898], [2.103, 1.418, 0.461], [3.207, 1.446, 0.109], [-1.085, -1.435, -1.839], [-0.650, -2.777, -0.760], [-1.889, -1.630, -0.268], [1.093, -0.987, -0.645], [0.302, -1.229, 0.908], [-0.122, 1.056, -1.065], [-2.148, 0.539, -0.189], [0.650, 0.921, 1.887], [0.340, 2.415, 0.997]],
  "orbital_gap_ev": 11.6,
  "multiplicity": 1,
  "smiles": "CC[C@@H](O)CC#N",
  "lumo_ev": 0.713,
  "e_tot_ha": -325.90186,
  "relative_energy_kj_mol": 93.7,
  "homo_ha": -0.3999
}

No. 7
{
  "formula": "C5H9NO",
  "method": "ωB97M-V with the def2-TZVPD basis set",
  "elements": ["C", "C", "C", "C", "N", "H", "H", "H", "H", "H", "C", "O", "H", "H", "H", "H"],
  "xyz": [[0.403, -1.719, -0.254], [0.186, -0.774, 0.891], [-0.953, -0.090, 1.084], [-2.025, -0.206, 0.151], [-2.875, -0.350, -0.625], [-0.140, -2.636, -0.013], [1.452, -1.989, -0.409], [-0.010, -1.340, -1.196], [0.946, -0.754, 1.662], [-1.071, 0.586, 1.921], [0.390, 1.778, -0.564], [1.377, 0.949, 0.070], [-0.123, 2.373, 0.205], [-0.404, 1.264, -1.136], [0.930, 2.446, -1.223], [1.917, 0.461, -0.565]],
  "orbital_gap_ev": 9.8,
  "multiplicity": 1,
  "smiles": "C/C=C\\C#N.CO",
  "lumo_ev": 0.665,
  "e_tot_ha": -325.84078,
  "relative_energy_kj_mol": 254.1,
  "homo_ha": -0.3347
}

No. 8
{
  "formula": "C5H9NO",
  "method": "ωB97M-V with the def2-TZVPD basis set",
  "elements": ["C", "C", "C", "O", "C", "C", "N", "H", "H", "H", "H", "H", "H", "H", "H", "H"],
  "xyz": [[1.200, 0.798, 0.360], [0.745, -0.633, 0.567], [-0.349, -0.922, -0.465], [-1.031, -2.136, -0.244], [-1.352, 0.209, -0.331], [-0.613, 1.512, -0.203], [-0.670, 2.728, -0.261], [0.420, 2.088, 0.222], [1.678, 1.228, 1.249], [1.870, 0.904, -0.500], [0.307, -0.766, 1.565], [1.570, -1.353, 0.471], [0.093, -0.899, -1.475], [-0.387, -2.852, -0.315], [-1.946, 0.040, 0.575], [-2.039, 0.291, -1.178]],
  "orbital_gap_ev": 8.8,
  "multiplicity": 1,
  "lumo_ev": 0.719,
  "e_tot_ha": -325.74972,
  "relative_energy_kj_mol": 493.1,
  "homo_ha": -0.2953
}